Density functional theory data (the ωB97M-V functional and the def2-TZVPD basis) for C5H9NOS as an isolated structure.

```
17
Properties=species:S:1:pos:R:3:lowdin_charge:R:1
C 1.02036 0.44830 -1.80755 -0.1150
C 1.94679 0.86546 -0.65860 -0.1419
C -0.33546 0.43319 0.85751 -0.0013
C -1.24987 0.37639 1.90175 -0.3100
C 0.95734 -0.21469 -0.43921 -0.1746
N -2.75540 -1.81239 1.73651 -0.2156
O -2.18785 -0.64535 3.95542 -0.5101
S -1.53328 -1.15168 2.81639 0.7866
H 0.05769 0.81904 -2.28265 0.1273
H 1.54510 -0.06379 -2.50902 0.0518
H 2.94158 0.59683 -1.02887 0.1097
H 1.91973 1.67329 -0.01511 0.0704
H -0.39350 1.51442 0.31618 0.1026
H 1.05221 -1.21034 -0.02496 0.0909
H -1.70853 1.18625 2.34188 0.0373
H -3.62162 -2.18656 2.20905 0.0636
H -2.41112 -2.64616 1.24032 0.0283
```

Results
E_HOMO = -8.67 eV
Electronic energy = -723.8688 a.u.
Maximum force = 6.48 eV/A
Relative energy (zero: lowest compared OMol25 entry of this formula, charge and spin) = 6.8304 eV
Total charge = 0